80
Properties=species:S:1:pos:R:3:lowdin_charge:R:1 method="wB97M-V/def2-TZVPD" energy_ha=-5654.6189 charge=+1 largest_force_ev_per_a=3.282 multiplicity=4 relative_energy_kcal_mol=0.0
V 0.99106 -0.75672 -1.43056 -0.028
S 0.59045 0.44296 -3.32235 0.550
C -0.23301 1.87634 -2.65172 -0.683
C -0.27841 2.96509 -3.48716 -0.127
C -0.71417 4.23771 -3.07750 -0.068
C -1.13351 4.34415 -1.78539 -0.096
C -1.10812 3.23868 -0.94421 -0.108
C -0.71628 1.96286 -1.36550 -0.587
S -0.68711 0.53573 -0.21950 0.635
H 0.25625 2.85661 -4.43112 0.100
H -0.85193 5.05639 -3.81840 0.127
H -1.69034 5.25434 -1.51191 0.122
H -1.46649 3.26783 0.09440 0.115
C 4.33862 0.94409 -3.06234 -0.263
Sb 3.18740 0.80271 -1.28531 1.345
C 2.96167 2.63776 -0.44679 -0.304
C 4.80037 0.24046 0.04547 -0.274
C 5.22729 -1.11085 -0.45813 -0.306
C 6.04747 -1.16624 -1.57232 -0.086
C 6.30601 -2.30995 -2.35422 -0.068
C 5.59395 -3.42869 -2.05685 -0.085
C 4.75904 -3.42152 -0.93323 -0.058
C 4.62398 -2.32049 -0.06795 -0.278
C 3.74659 -2.46288 1.20285 -0.289
Sb 1.63807 -2.55548 0.74509 1.337
C 1.03489 -1.56309 2.51383 -0.319
C 0.82438 -4.53308 1.14082 -0.254
H 5.29311 1.29976 -2.76974 -0.006
H 3.81945 1.58822 -3.76075 0.013
H 4.49265 -0.08802 -3.44813 0.033
H 3.97345 3.04859 -0.40284 0.028
H 2.53679 2.41978 0.52457 0.019
H 2.32175 3.36207 -0.90019 0.010
H 4.44716 0.32737 1.06352 0.055
H 5.45536 1.08908 -0.03653 0.061
H 6.50837 -0.25150 -1.86194 0.096
H 7.01865 -2.21092 -3.15980 0.112
H 5.66140 -4.35910 -2.64624 0.119
H 4.22138 -4.31210 -0.71012 0.098
H 3.74666 -1.56762 1.87305 0.057
H 4.06059 -3.34596 1.72239 0.060
H 1.62276 -1.97359 3.38602 0.043
H -0.04520 -1.75025 2.72263 0.009
H 1.20140 -0.49784 2.38664 -0.003
H -0.22282 -4.40115 1.31509 -0.008
H 1.25710 -4.83431 2.00367 -0.037
H 1.00393 -5.20335 0.29760 0.018
C -2.85549 -0.93094 -2.20929 -0.176
Ge -2.92433 -0.06242 -0.43383 0.833
C -3.94316 1.55779 -0.48361 -0.304
C -4.11596 2.18567 -1.72070 -0.118
C -4.96487 3.30448 -1.96411 -0.039
C -5.70300 3.67761 -0.84926 -0.089
C -5.52562 3.18796 0.42270 -0.071
C -4.65429 2.12952 0.61374 -0.092
C -3.16891 -1.14259 1.13348 -0.243
C -3.60443 -2.43875 1.00294 -0.107
C -3.57727 -3.32930 2.09060 -0.061
C -3.03148 -2.96133 3.30043 -0.039
C -2.76260 -1.63077 3.53569 -0.195
C -2.31404 -1.30165 4.86148 -0.019
C -2.12749 0.02700 5.12158 -0.059
C -2.26072 1.01483 4.08346 -0.053
C -2.61859 0.64768 2.83365 -0.094
C -2.82146 -0.69063 2.48809 -0.182
H -3.89095 -1.00872 -2.52810 0.042
H -2.38139 -1.83050 -1.96979 -0.008
H -2.19019 -0.34751 -2.83499 -0.005
H -3.52927 1.92372 -2.59470 0.098
H -4.93441 3.81187 -2.93642 0.118
H -6.32013 4.49331 -1.06701 0.090
H -5.98343 3.64841 1.28647 0.112
H -4.58442 1.73026 1.63972 0.096
H -3.92826 -2.74809 0.02086 0.098
H -3.91691 -4.37296 1.95714 0.119
H -2.79250 -3.72798 3.99813 0.114
H -2.26003 -2.02000 5.64344 0.108
H -1.74349 0.33781 6.11074 0.115
H -2.18869 2.08101 4.31088 0.114
H -2.80427 1.41131 2.07768 0.073